Computed, not measured: the molecule C18H23N5O2 in a non-equilibrium geometry, with ωB97M-V/def2-TZVPD.

Calculated values
HOMO-LUMO gap in eV: 8.9
Structure (SMILES): CCOc1ccc(CCNc2cc(C)nc3ncnn23)cc1OCC
Energy above the lowest of the compared OMol25 structures with the same formula, charge and spin in kcal per mole: 58.2
E_tot in hartree: -1123.97164

XYZ file:
```
48
Properties=species:S:1:pos:R:3:forces:R:3:lowdin_charge:R:1
C -1.7041 -3.4876 0.5335 -0.1 0.5 0.0 -0.0600
C -2.3278 -2.1259 0.2616 0.0 -0.5 -0.3 -0.2335
H -1.9203 -1.7106 -0.6619 -0.1 0.0 0.1 0.0997
H -3.4168 -2.2187 0.1660 0.1 0.1 0.0 0.1192
O -2.0716 -1.2547 1.3662 0.0 0.3 0.2 -0.0477
C -1.3026 -0.1494 1.1681 0.1 0.0 0.0 -0.2088
C -0.2876 0.0940 2.0893 -0.2 -0.1 -0.1 0.0111
C 0.5369 1.1956 1.9776 -0.1 0.1 -0.1 -0.0477
C 0.3694 2.1013 0.9384 -0.1 0.2 0.2 -0.2489
C -0.6757 1.8948 0.0493 -0.1 -0.1 0.2 0.0256
C -1.5142 0.7943 0.1485 -0.2 0.1 -0.1 -0.2137
O -2.5124 0.6569 -0.7990 0.5 -0.1 0.1 -0.0870
C -3.8350 0.7839 -0.2945 -0.5 0.2 0.2 -0.2358
C -4.1815 2.2300 0.0446 0.2 -0.3 -0.1 -0.0607
H -4.0496 2.8634 -0.8295 0.0 0.1 -0.1 0.0772
H -3.5359 2.5944 0.8414 0.0 0.1 0.1 0.0748
H -5.2152 2.2911 0.3734 -0.1 0.0 0.1 0.0755
H -3.9729 0.1544 0.5915 0.0 0.0 -0.1 0.1179
H -4.4761 0.4144 -1.0990 0.0 0.0 0.1 0.1267
H -0.8580 2.5942 -0.7536 -0.1 0.1 -0.2 0.1370
C 1.3413 3.2318 0.7330 0.0 -0.1 -0.3 -0.1218
H 1.9427 3.3613 1.6345 0.0 0.1 0.0 0.1131
H 0.8135 4.1659 0.5345 0.0 0.1 0.1 0.1172
C 2.2730 2.9290 -0.4604 -0.2 0.3 0.1 -0.1677
N 2.7995 1.5830 -0.3995 0.3 -0.4 0.3 0.0730
C 2.0499 0.5224 -0.8072 0.1 0.2 -0.4 -0.2436
C 1.2164 0.4518 -1.9091 0.2 0.0 0.1 0.0310
C 0.4881 -0.7206 -2.1598 0.1 0.0 0.1 -0.3228
N 0.5746 -1.8002 -1.4092 -0.4 -0.5 -0.4 0.1851
C 1.4029 -1.7563 -0.3821 0.5 0.6 0.3 -0.3530
N 1.6650 -2.6682 0.5413 -0.3 -0.5 -0.1 0.1349
C 2.5412 -2.0656 1.3490 -0.1 0.3 -0.3 -0.2034
N 2.8688 -0.8307 1.0229 0.8 0.6 0.6 0.0995
N 2.1529 -0.6183 -0.0907 -0.6 -1.0 -0.2 0.0103
H 2.9550 -2.5492 2.2110 0.2 0.0 0.2 0.1056
C -0.4895 -0.7647 -3.2875 0.0 0.0 0.0 -0.0215
H -1.3815 -0.2083 -2.9982 -0.1 0.0 0.0 0.0756
H -0.0736 -0.3082 -4.1823 0.0 0.0 -0.1 0.0811
H -0.7688 -1.7942 -3.4887 0.0 0.0 0.0 0.0831
H 1.0899 1.3043 -2.5535 0.0 0.1 0.0 0.1173
H 3.3005 1.3720 0.4580 0.0 0.0 -0.1 0.1282
H 3.1141 3.6265 -0.4655 -0.1 0.0 -0.1 0.1196
H 1.7264 3.0401 -1.3966 0.1 0.1 0.0 0.1094
H 1.3322 1.3354 2.6953 0.1 0.0 0.1 0.1136
H -0.1466 -0.6234 2.8826 0.0 -0.1 0.1 0.1249
H -0.6209 -3.4064 0.5710 0.0 -0.1 0.0 0.0380
H -2.0660 -3.8792 1.4808 -0.1 -0.1 0.1 0.0752
H -1.9754 -4.1727 -0.2645 0.0 -0.1 -0.1 0.0774
```
Positions in Å, forces in eV/Å.